Record 1
C26H40CaS4Si2Te as an isolated structure in a non-equilibrium geometry. Source: OMol25; level of theory: ωB97M-V/def2-TZVPD.

Each line ends with the Mulliken charge.
CARTESIAN COORDINATES (ANGSTROEM)
Ca1 -13.38571 0.08477 11.13570  -0.26
C1 -10.39806 1.59226 12.92247  -0.58
C2 -10.54639 2.56445 11.80500  -0.79
S1 -12.06782 2.67517 10.82434  -0.13
C3 -13.05929 3.51902 12.11136  -0.35
C4 -14.50694 3.69042 11.68924  -0.70
S2 -15.43966 2.09351 12.02269  0.03
C5 -15.59586 1.92414 13.84196  -1.03
C6 -15.67662 0.45422 14.36286  -0.48
S3 -14.36194 -0.68706 13.70580  -0.05
C7 -12.84122 -0.33623 14.67947  -0.90
C8 -11.47301 -0.72227 14.08849  -0.37
S4 -10.91678 -0.14108 12.46351  -0.17
H1 -11.13445 1.91674 13.67936  0.20
H2 -9.36282 1.57939 13.38396  0.37
H3 -9.85566 2.30611 11.04834  0.40
H4 -10.20418 3.59299 12.03185  0.50
H5 -12.53013 4.49291 12.16946  0.49
H6 -13.02638 2.93249 13.07143  -0.15
H7 -14.51908 3.93933 10.64193  0.37
H8 -14.96707 4.53789 12.19359  0.44
H9 -16.53867 2.41054 14.07943  0.48
H10 -14.73555 2.38872 14.36300  0.41
H11 -16.66962 0.08676 14.12504  0.16
H12 -15.64081 0.40936 15.48434  0.47
H13 -13.02001 -0.90087 15.60926  0.44
H14 -12.91481 0.71767 14.94226  0.37
H15 -11.33213 -1.84639 13.99784  0.21
H16 -10.59677 -0.36015 14.74396  0.40
C9 -13.84627 -3.19425 10.30740  -0.99
Si1 -15.17660 -1.93164 9.87338  0.20
C10 -16.72042 -1.71583 11.00475  -0.65
C11 -15.89773 -2.29258 8.19994  0.39
C12 -16.98517 -3.14311 7.92378  -0.72
C13 -17.64365 -3.03902 6.70181  -0.67
C14 -17.23589 -2.04299 5.79890  -0.33
C15 -16.12719 -1.20958 6.02816  -0.80
C16 -15.47654 -1.30621 7.24143  0.29
Si2 -14.57737 -0.12154 8.34111  0.40
C17 -15.71991 1.40296 8.32923  -1.15
C18 -12.73371 -0.32258 7.88316  -1.18
H17 -12.78710 -2.83628 10.26039  0.31
H18 -13.91983 -4.07121 9.61848  0.37
H19 -13.94803 -3.54298 11.32978  0.39
H20 -16.45165 -2.22141 11.96951  -0.02
H21 -17.56430 -2.28191 10.61120  0.60
H22 -16.94266 -0.64784 11.20875  0.10
H23 -17.30470 -3.87657 8.65655  0.44
H24 -18.53462 -3.62379 6.42554  0.35
H25 -17.76000 -1.92642 4.82041  0.30
H26 -15.83730 -0.58305 5.18387  0.38
H27 -16.10967 1.84762 9.24264  0.31
H28 -16.67061 1.09344 7.78064  0.35
H29 -15.33855 2.25138 7.72172  0.33
H30 -12.09544 0.15313 8.60352  0.39
H31 -12.51563 -0.02241 6.86908  0.45
H32 -12.46875 -1.36386 7.94934  0.36
C19 -18.93439 -5.13501 15.75593  -1.17
Te1 -17.01982 -4.13148 14.97850  0.11
C20 -18.31776 -2.35670 15.43514  -1.15
C21 -19.68654 -2.73281 15.95219  0.84
C22 -20.67066 -1.82706 16.38321  -0.53
C23 -21.88387 -2.23806 16.85648  -0.43
C24 -22.22532 -3.56813 16.88182  -0.52
C25 -21.27127 -4.49904 16.47081  -0.48
C26 -19.96905 -4.14466 16.06590  0.43
H33 -18.64589 -5.67097 16.69321  0.35
H34 -19.14302 -5.85463 15.01731  0.45
H35 -18.37974 -1.74541 14.53471  0.39
H36 -17.75641 -1.75878 16.20968  0.38
H37 -20.31269 -0.79173 16.42752  0.38
H38 -22.73435 -1.56111 17.09786  0.30
H39 -23.15811 -3.92945 17.33263  0.35
H40 -21.52252 -5.56339 16.66544  0.31

Summary:
energy	-4131.87424	hartree
energy relative to the best compared isomer or geometry (same formula, charge and spin)	94.9	kJ/mol
E_HOMO (alpha / beta)	-0.10794 / -0.10776	hartree
lowest unoccupied orbital energy (alpha / beta)	0.11 / 0.11	eV
HOMO-LUMO gap (alpha / beta)	0.11181 / 0.11165	Ha
charge	0
multiplicity	1

---

Record 2
A 2-piece molecular cluster, C2H5NO2P overall in a non-equilibrium geometry. Source: OMol25; level of theory: ωB97M-V/def2-TZVPD.

Each line ends with the Mulliken charge.
CARTESIAN COORDINATES (ANGSTROEM)
C1 1.39837 0.21335 0.71699  -0.27
C2 1.69515 0.06529 -0.60348  -0.33
N1 -2.10579 0.84049 -0.36915  0.03
O1 -2.27383 -1.73226 -0.98585  -0.65
O2 -1.71309 1.95769 0.07341  -0.64
P1 -1.93639 -0.65320 0.01345  0.23
H1 2.22091 0.42610 1.35986  0.25
H2 0.48027 -0.06950 1.09674  -0.06
H3 0.88164 -0.37124 -1.26659  0.14
H4 2.51668 0.48634 -1.20807  0.23
H5 -1.16391 -1.16305 1.17268  0.08

Summary:
energy	-625.68921	hartree
energy relative to the best compared isomer or geometry (same formula, charge and spin)	544.7	kJ/mol
E_HOMO	-0.09680	hartree
lowest unoccupied orbital energy	4.08	eV
HOMO-LUMO gap	0.24667	Ha
charge	-1
multiplicity	1

---

Record 3
A 2-piece molecular cluster, C5H11NO4 overall in a non-equilibrium geometry. Source: OMol25; level of theory: ωB97M-V/def2-TZVPD.

Each line ends with the Mulliken charge.
CARTESIAN COORDINATES (ANGSTROEM)
N1 2.30714 -0.06882 -0.90910  -0.65
C1 1.71359 0.15319 0.31963  0.39
O1 1.98110 1.33393 0.93442  -0.47
C2 0.99468 -0.79557 0.97856  -0.20
O2 0.99332 -2.09650 0.48097  -0.57
H1 2.07066 -0.98421 -1.26929  0.26
H2 2.19714 0.68103 -1.58044  0.21
H3 2.72737 1.76093 0.49432  0.33
H4 0.81670 -0.68552 2.03858  0.32
H5 0.13792 -2.48182 0.70896  0.38
C3 -1.32682 1.95549 0.61375  -0.68
O3 -1.07558 0.96835 -0.37411  -0.34
C4 -1.31653 -0.36302 -0.02369  0.95
C5 -1.53910 -1.16687 -1.28444  -1.03
O4 -1.77009 -0.69455 1.05222  -0.57
H6 -1.90342 2.75871 0.15358  0.24
H7 -0.36642 2.35120 0.95336  0.21
H8 -1.87227 1.54824 1.46744  0.34
H9 -0.94301 -2.07756 -1.23398  0.24
H10 -1.24982 -0.61091 -2.17218  0.30
H11 -2.57655 -1.48573 -1.34854  0.34

Summary:
energy	-552.79061	hartree
energy relative to the best compared isomer or geometry (same formula, charge and spin)	231.8	kJ/mol
E_HOMO	-0.27937	hartree
lowest unoccupied orbital energy	0.69	eV
HOMO-LUMO gap	0.30473	Ha
charge	0
SMILES	N/C(O)=C\O.COC(C)=O
multiplicity	1

---

Record 4
CH4INS as an isolated structure in a non-equilibrium geometry. Source: OMol25; level of theory: ωB97M-V/def2-TZVPD.

Each line ends with the Mulliken charge.
CARTESIAN COORDINATES (ANGSTROEM)
C1 -0.27284 -0.92002 0.61481  -0.72
N1 -0.21507 0.56170 -0.19884  -0.42
S1 1.38804 1.07595 -0.08679  -0.09
I1 -0.81384 0.50175 -2.27508  0.10
H1 -1.29920 -1.05765 0.65596  0.30
H2 0.27907 -1.54147 -0.02279  0.35
H3 0.12993 -0.95751 1.64979  0.30
H4 0.80391 2.33726 -0.33706  0.17

Summary:
energy	-791.03710	hartree
energy relative to the best compared isomer or geometry (same formula, charge and spin)	208.2	kJ/mol
E_HOMO	-0.31168	hartree
lowest unoccupied orbital energy	-0.71	eV
HOMO-LUMO gap	0.28544	Ha
charge	0
multiplicity	1

---

Record 5
A 4-piece molecular cluster, C32H61F5N7O6 overall in a non-equilibrium geometry. Source: OMol25; level of theory: ωB97M-V/def2-TZVPD.

Each line ends with the Mulliken charge.
CARTESIAN COORDINATES (ANGSTROEM)
C1 2.41320 4.34664 4.22847  -1.43
C2 2.50460 3.37479 5.48324  1.02
C3 2.82537 4.11903 6.83114  -1.38
C4 3.51488 2.21393 5.11085  -1.21
N1 2.82237 0.95945 4.68298  -0.13
C5 2.46577 0.00361 5.51921  0.23
N2 2.79762 0.19542 6.89305  -0.45
C6 2.30010 -0.95024 7.46130  0.00
N3 1.72608 -1.75906 6.50040  0.13
C7 1.11310 -3.01384 6.92743  0.30
F1 1.23700 -4.03228 6.03868  -0.22
F2 1.80957 -3.40137 8.06208  -0.29
C8 -0.38522 -2.72655 7.40001  0.87
F3 -0.82625 -1.53809 6.87442  -0.21
F4 -1.24260 -3.74939 7.20913  -0.21
F5 -0.33241 -2.52180 8.76577  -0.25
N4 1.80014 -1.18503 5.26578  0.16
C9 1.28662 -1.68543 4.01234  0.59
C10 2.09990 -1.46396 2.79907  -0.08
C11 1.64093 -1.89790 1.46919  -1.13
C12 0.35257 -2.55974 1.30632  -0.93
C13 -0.46490 -2.81182 2.51148  -0.67
C14 0.00751 -2.36277 3.82429  0.02
H1 1.96084 3.73908 3.39496  0.28
H2 1.86211 5.29291 4.44395  0.32
H3 3.47141 4.59692 3.92199  0.35
H4 1.48288 2.90488 5.59918  0.15
H5 1.84363 4.46975 7.26516  0.33
H6 3.29549 3.47508 7.61807  0.38
H7 3.45182 5.04224 6.71278  0.32
H8 4.30532 2.02093 5.87996  0.46
H9 4.07213 2.55844 4.19088  0.43
H10 2.59686 0.89643 3.69289  0.37
H11 2.39651 -1.07471 8.55886  0.44
H12 3.09016 -0.94678 2.82735  0.52
H13 2.28184 -1.67821 0.57765  0.36
H14 -0.09384 -2.90565 0.33369  1.13
H15 -1.44948 -3.33158 2.47789  0.40
H16 -0.65557 -2.56311 4.69747  0.06
C15 -1.44776 -8.81100 -1.05688  -0.72
O1 -0.10732 -8.57448 -1.45107  -0.33
C16 0.08566 -8.61726 -2.86520  -0.80
C17 0.40720 -7.23160 -3.40862  -0.21
N5 -0.75746 -6.35263 -3.34200  -0.20
C18 -0.45320 -4.94746 -3.60430  -0.57
C19 0.47396 -4.23014 -2.61697  -0.77
O2 -0.08517 -4.05471 -1.31680  -0.43
C20 0.08061 -5.16757 -0.45039  -0.47
H17 -1.46619 -8.90700 0.02891  0.23
H18 -2.09769 -7.97712 -1.33971  0.30
H19 -1.82639 -9.73982 -1.49248  0.35
H20 -0.77260 -9.05920 -3.37980  0.40
H21 0.94657 -9.26833 -3.04319  0.40
H22 0.73289 -7.31980 -4.44911  0.38
H23 1.24215 -6.83278 -2.81938  0.17
H24 -1.16961 -6.42183 -2.41961  -0.01
H25 -1.40987 -4.41711 -3.60925  0.23
H26 -0.03978 -4.85591 -4.61386  0.43
H27 0.63618 -3.21994 -3.00524  0.42
H28 1.46630 -4.68915 -2.55687  0.41
H29 1.00540 -5.71695 -0.64090  0.27
H30 -0.77860 -5.83761 -0.52158  0.12
H31 0.10858 -4.79495 0.57270  0.34
C21 -3.27152 -2.79920 -5.53120  -0.83
O3 -2.99344 -3.93646 -6.32950  -0.20
C22 -4.12457 -4.39328 -7.07207  -0.90
C23 -3.92709 -4.15126 -8.56256  -0.18
N6 -3.97998 -2.72689 -8.88008  -0.33
C24 -3.54548 -2.40677 -10.23971  -0.67
C25 -2.08618 -2.70075 -10.60562  -0.48
O4 -1.14229 -1.88796 -9.92083  -0.43
C26 -0.76741 -2.36335 -8.64033  -0.53
H32 -2.40638 -2.61446 -4.89336  0.18
H33 -3.43666 -1.91376 -6.15202  0.40
H34 -4.14196 -2.97326 -4.89147  0.37
H35 -5.05519 -3.94306 -6.71360  0.41
H36 -4.19429 -5.47183 -6.90170  0.39
H37 -4.71120 -4.67366 -9.11848  0.39
H38 -2.95975 -4.58619 -8.84135  0.17
H39 -3.38851 -2.22261 -8.23106  0.07
H40 -3.71250 -1.33437 -10.37635  0.37
H41 -4.20169 -2.91937 -10.95100  0.39
H42 -1.96645 -2.45939 -11.66598  0.35
H43 -1.83079 -3.76201 -10.51043  0.34
H44 -0.78072 -3.45479 -8.57869  0.27
H45 -1.41320 -1.93235 -7.87090  0.15
H46 0.24889 -2.02038 -8.43647  0.33
C27 2.03594 11.32350 0.77265  -0.72
O5 1.34702 11.54392 1.99110  -0.34
C28 -0.06280 11.69479 1.82847  -0.81
C29 -0.80561 10.50538 2.42247  -0.18
N7 -0.59121 9.29659 1.63054  -0.31
C30 -1.05939 8.07387 2.27986  -0.79
C31 -0.37196 7.65586 3.58479  -0.50
O6 0.98670 7.26371 3.42483  -0.37
C32 1.91877 8.33439 3.44270  -0.65
H47 3.10528 11.37122 0.97856  0.24
H48 1.80856 10.33517 0.36132  0.30
H49 1.79040 12.09580 0.03825  0.34
H50 -0.33685 11.85497 0.78147  0.40
H51 -0.34658 12.59367 2.38373  0.39
H52 -1.87585 10.72951 2.45506  0.39
H53 -0.44971 10.37597 3.45168  0.16
H54 0.39893 9.19738 1.44252  0.07
H55 -0.92101 7.26388 1.55722  0.39
H56 -2.13716 8.15657 2.45554  0.41
H57 -0.89321 6.76559 3.95126  0.38
H58 -0.47172 8.40668 4.37593  0.37
H59 1.59898 9.15685 4.08689  0.32
H60 2.10062 8.69592 2.42840  0.18
H61 2.86827 7.95030 3.82170  0.33

Summary:
energy	-2589.48341	hartree
energy relative to the best compared isomer or geometry (same formula, charge and spin)	193.7	kJ/mol
E_HOMO	-0.35705	hartree
lowest unoccupied orbital energy	-3.42	eV
HOMO-LUMO gap	0.23128	Ha
charge	+1
multiplicity	1

---

Record 6
A 2-piece molecular cluster, C5H15N2O overall in a non-equilibrium geometry. Source: OMol25; level of theory: ωB97M-V/def2-TZVPD.

Each line ends with the Mulliken charge.
CARTESIAN COORDINATES (ANGSTROEM)
C1 -0.93531 0.93997 -1.59271  -0.78
C2 -0.14752 1.02629 -0.30527  -0.64
C3 0.06200 -0.40312 0.09645  0.33
C4 -0.93103 -1.30759 0.13886  -0.30
N1 -0.62053 -2.67267 -0.12859  -0.46
C5 1.44694 -0.67516 0.66995  -1.41
N2 -0.61737 2.11422 -2.63092  -0.29
H1 -2.04896 0.92078 -1.51479  0.39
H2 -0.78660 0.05152 -2.22583  0.50
H3 -0.60941 1.49948 0.58866  0.30
H4 0.72918 1.66799 -0.43343  0.45
H5 -1.95704 -1.05171 -0.05648  0.35
H6 -1.22083 -3.38528 0.25224  0.22
H7 0.38097 -2.77645 -0.08508  0.22
H8 1.54574 -1.69997 0.97270  0.47
H9 1.49520 -0.03616 1.57026  0.30
H10 2.29030 -0.30562 0.06829  0.28
H11 -0.05662 2.82001 -2.15546  0.35
H12 -1.52171 2.56841 -2.71726  0.37
H13 -0.06115 1.69167 -3.36262  0.36
H14 0.88066 0.38652 4.43548  0.31
H15 1.29852 -1.08764 4.47494  0.31
O1 1.38460 -0.28551 3.94060  -0.62

Summary:
energy	-383.94793	hartree
energy relative to the best compared isomer or geometry (same formula, charge and spin)	270.7	kJ/mol
E_HOMO	-0.40137	hartree
lowest unoccupied orbital energy	-3.63	eV
HOMO-LUMO gap	0.26813	Ha
charge	+1
multiplicity	1